Below is 11 unconnected molecules or ions with the total composition C48H65BN12O3P in a non-equilibrium geometry, with properties calculated with wB97M-V/def2-TZVPD.

The HOMO-LUMO gap comes out at 3.5 eV. For the total energy, the calculation gives -84800.459 eV. The value obtained for the lowest unoccupied orbital energy is -5.67 eV. As for the net charge: +1.

Cartesian coordinates (Å):
C  5.1363  -0.3532  -3.2533
C  3.5925  -0.8241  -3.6751
O  2.6671  -0.8918  -2.5345
C  2.9853  -2.1167  -1.7857
C  3.9835  -1.9479  -0.4707
C  4.3737  -3.3317  0.3299
O  5.2632  -3.2163  1.5011
C  3.7369  -4.7553  -0.2238
P  4.2545  -6.3389  0.7462
N  5.8523  -6.2028  1.1192
N  2.7960  -4.7878  -1.4145
C  2.3730  -3.5761  -2.2408
B  1.3409  -3.8503  -3.4904
C  1.5206  -3.3346  -5.0457
O  0.1062  -4.6697  -3.2216
H  5.1850  0.7294  -2.8125
H  5.6611  -1.1726  -2.5633
H  5.7476  -0.3938  -4.2781
H  3.7456  -1.8691  -4.2300
H  3.1909  0.0189  -4.4096
H  4.3668  -0.8835  -0.1675
H  4.7279  -3.0697  2.3426
H  4.1737  -7.5015  -0.1351
H  3.4983  -6.5211  1.9704
H  6.3498  -7.0125  0.6417
H  2.4179  -5.7378  -1.6863
H  0.6392  -3.6451  -5.7665
H  1.5831  -2.1470  -5.1196
H  2.5622  -3.7264  -5.4783
H  -0.5753  -4.2430  -3.8479
N  -0.1338  -0.1657  -1.8190
C  -0.8772  -0.2962  -0.6749
C  -2.1723  0.0714  -0.9645
C  -2.2126  0.4306  -2.3329
C  -0.9410  0.2720  -2.8367
H  0.8553  -0.3624  -1.8999
H  -0.4219  -0.6370  0.2453
H  -2.9989  0.0787  -0.2660
H  -3.0765  0.7679  -2.8910
H  -0.5422  0.4340  -3.8292
N  3.8563  -4.8586  4.5286
C  3.7207  -4.4669  5.8350
C  4.9134  -4.7110  6.4785
C  5.8014  -5.2640  5.5252
C  5.1236  -5.3412  4.3291
H  3.1345  -4.7999  3.8221
H  2.7892  -4.0505  6.1943
H  5.1218  -4.5112  7.5216
H  6.8253  -5.5721  5.6929
H  5.4333  -5.6985  3.3561
N  -5.2908  -3.7981  -0.1253
C  -5.1171  -2.8068  -1.0557
C  -3.8494  -2.9315  -1.5788
C  -3.2392  -4.0406  -0.9458
C  -4.1527  -4.5587  -0.0552
H  -6.1281  -3.9459  0.4231
H  -5.9077  -2.0985  -1.2642
H  -3.4118  -2.2933  -2.3355
H  -2.2412  -4.4209  -1.1212
H  -4.0900  -5.4004  0.6215
N  7.7992  -1.5697  7.8537
C  8.0053  -1.3051  9.1826
C  7.8348  -2.4792  9.8818
C  7.5207  -3.4886  8.9407
C  7.5083  -2.8999  7.6960
H  7.8541  -0.8901  7.1062
H  8.2533  -0.3065  9.5163
H  7.9280  -2.5962  10.9537
H  7.3253  -4.5327  9.1485
H  7.3166  -3.3122  6.7144
N  -1.1162  3.4745  -4.3643
C  -1.5573  4.6829  -3.8912
C  -1.6717  5.5427  -4.9607
C  -1.2918  4.8258  -6.1205
C  -0.9565  3.5507  -5.7235
H  -0.9374  2.6546  -3.7991
H  -1.7500  4.8276  -2.8366
H  -1.9951  6.5743  -4.9111
H  -1.2663  5.1993  -7.1360
H  -0.6176  2.6938  -6.2902
N  -1.3746  -2.0861  2.9151
C  -1.5102  -1.6943  4.2215
C  -0.3175  -1.9384  4.8650
C  0.5705  -2.4914  3.9116
C  -0.1073  -2.5686  2.7156
H  -2.0964  -2.0274  2.2085
H  -2.4417  -1.2779  4.5808
H  -0.1091  -1.7386  5.9080
H  1.5944  -2.7995  4.0793
H  0.2024  -2.9259  1.7426
N  1.4080  5.0132  -1.9462
C  1.2724  5.4050  -0.6398
C  2.4651  5.1609  0.0038
C  3.3531  4.6079  -0.9496
C  2.6753  4.5307  -2.1456
H  0.6862  5.0719  -2.6527
H  0.3409  5.8214  -0.2805
H  2.6735  5.3607  1.0468
H  4.3771  4.2998  -0.7819
H  2.9850  4.1734  -3.1187
N  -6.7794  0.7686  -1.2981
C  -7.5227  0.6381  -0.1541
C  -8.8178  1.0057  -0.4437
C  -8.8582  1.3649  -1.8121
C  -7.5865  1.2063  -2.3158
H  -5.7902  0.5719  -1.3791
H  -7.0674  0.2973  0.7661
H  -9.6444  1.0130  0.2549
H  -9.7220  1.7022  -2.3702
H  -7.1877  1.3683  -3.3083
N  -12.4245  2.3938  -3.1732
C  -12.8657  3.6021  -2.7001
C  -12.9801  4.4619  -3.7696
C  -12.6002  3.7451  -4.9294
C  -12.2649  2.4700  -4.5324
H  -12.2457  1.5739  -2.6080
H  -13.0584  3.7468  -1.6455
H  -13.3034  5.4936  -3.7200
H  -12.5746  4.1186  -5.9449
H  -11.9259  1.6130  -5.0991
N  1.9598  8.7897  2.0908
C  2.4512  8.8915  0.8154
C  3.7797  9.2444  0.8980
C  4.1023  9.3535  2.2717
C  2.9610  9.0646  2.9857
H  1.0077  8.5486  2.3337
H  1.8148  8.7061  -0.0395
H  4.4449  9.4046  0.0594
H  5.0640  9.6141  2.6947
H  2.7757  9.0325  4.0511